A molecular structure, C19H26N7O3Ru at a distorted geometry. Source: the Open Molecules 2025 dataset; level of theory: wB97M-V/def2-TZVPD.

Structure (XYZ):
```
56
Properties=species:S:1:pos:R:3:forces:R:3
Ru 0.53049 -0.10666 -1.03578 0.6490 -0.5401 1.0489
N 4.73329 -0.04536 -0.58738 -0.2876 -0.0323 0.0861
C 3.70129 -0.10986 -1.42648 -0.4954 -0.0630 0.0386
N 2.57499 -0.15486 -0.72568 0.6564 0.2322 0.7163
C 2.99929 -0.09766 0.60202 1.7850 -0.1096 -2.5450
N 4.32199 -0.03986 0.68062 -0.8041 0.0137 0.6784
C 2.07239 -0.08856 1.66952 -2.8866 0.2240 1.7886
C 2.42999 -0.06996 3.03242 0.5514 0.0081 -2.0255
N 1.52439 -0.05426 3.94662 -1.6471 -0.0064 2.1451
C 0.20899 -0.02786 3.66802 1.7030 0.0326 -0.4225
C -0.17121 0.00134 2.34472 -0.6008 -0.1283 -0.3655
N 0.72009 -0.05326 1.35992 2.3301 -0.0056 -1.5886
H 5.72429 -0.00246 -0.79168 -0.1135 -0.0118 -0.0262
H 3.77369 -0.12406 -2.49828 0.0892 0.0069 -0.1162
H 3.47409 -0.06056 3.31102 0.1155 -0.0444 0.1262
H -0.49181 -0.02626 4.48462 -0.0967 0.0349 0.1346
H -1.21621 0.04224 2.06552 -0.0088 -0.0331 -0.1185
C 0.36759 6.89414 -1.02718 0.6793 0.1901 0.0249
O -0.93531 6.34004 -1.06318 -0.6341 -0.0072 -0.0616
C -1.14181 5.04174 -1.12978 0.2933 -0.7022 0.0560
C -2.50741 4.63844 -1.14998 0.4471 0.4415 -0.0067
C -2.84421 3.31234 -1.16098 0.3313 -0.9864 0.0308
C -1.87821 2.28524 -1.15998 0.1462 0.5999 0.0561
C -2.26941 0.89674 -1.12658 -0.0335 -0.5649 0.0149
C -3.70151 0.49814 -0.91958 0.1434 -0.2031 -0.0472
O -1.44071 -0.04096 -1.22098 -1.2404 0.2556 0.1459
C -0.47771 2.68264 -1.16728 -0.7287 0.0896 0.0447
O 0.49849 1.85124 -1.14158 0.2325 0.2566 0.1104
C -0.15641 4.05694 -1.15588 0.0462 0.6039 0.0122
H 0.22749 7.97544 -1.02828 0.0315 -0.2153 -0.0145
H 0.95079 6.59804 -1.90398 -0.1193 0.0197 0.0246
H 0.90179 6.59984 -0.11768 -0.1432 -0.0214 -0.0626
H -3.26381 5.40794 -1.13958 -0.0750 0.0662 -0.0136
H -3.88861 3.04834 -1.16528 -0.1350 -0.0340 -0.0115
H -4.13851 1.04854 -0.09058 -0.0561 0.1054 0.0298
H -3.74091 -0.56636 -0.69478 0.0546 0.0549 -0.0629
H -4.30471 0.67934 -1.80758 -0.0160 0.1159 -0.0972
H 0.89669 4.29694 -1.13048 0.0057 0.0985 -0.0224
C 0.97959 -4.62976 0.74422 -0.4349 -0.0843 -0.1510
C -0.39461 -4.10346 0.30152 0.5247 -0.2610 0.0912
C -1.38271 -4.21486 1.46052 0.0466 0.0728 -0.3048
C -0.90651 -4.85826 -0.91978 -0.0080 0.1375 0.2473
N -0.29411 -2.66736 -0.00968 -0.9131 0.1992 0.4844
N 0.50619 -2.28316 -1.11938 0.4927 0.1728 0.0975
H 0.88479 -5.66346 1.06252 0.1491 -0.1438 0.0320
H 1.35929 -4.04616 1.58222 0.0576 0.0198 0.0979
H 1.69819 -4.60066 -0.07368 0.1584 -0.0593 -0.0502
H -1.52081 -5.25936 1.72492 0.0187 -0.0779 0.0715
H -2.34951 -3.80216 1.18372 -0.0931 0.0458 -0.0371
H -1.01651 -3.68996 2.34082 0.0577 0.0678 0.1418
H -1.12121 -5.88676 -0.64548 0.0000 -0.1136 -0.0233
H -0.16881 -4.88626 -1.71918 0.0635 -0.0286 -0.1428
H -1.82651 -4.40566 -1.28348 -0.0956 0.0208 -0.0811
H 0.00699 -2.16896 0.82922 0.1216 -0.1479 -0.5529
H 0.03749 -2.63616 -1.96708 0.1967 0.2275 0.4611
H 1.44519 -2.72426 -1.09028 -0.5115 0.2111 -0.0865
```
Forces are in eV/Å.

Computed properties:
lowest unoccupied orbital energy (spin up / spin down) = -6.9535 / -8.9702 eV
orbital gap (spin up / spin down) = 7.90 / 5.56 eV
net charge = +2
spin multiplicity = 2
molar mass = 501.53 u